1.
{
  "formula": "C37H44As4F5O2SSeV",
  "method": "the ωB97M-V functional and the def2-TZVPD basis",
  "multiplicity": 2,
  "energy_ev": -401981.34129,
  "total_charge": 1,
  "e_homo_ev": [-10.361, -10.414],
  "orbital_gap_ev": [6.507, 7.216],
  "elements": ["F", "H", "H", "C", "H", "O", "F", "H", "C", "C", "H", "H", "H", "As", "H", "H", "C", "V", "C", "H", "H", "C", "H", "H", "H", "C", "H", "H", "H", "H", "F", "As", "C", "H", "C", "F", "C", "C", "C", "C", "C", "H", "C", "H", "H", "C", "H", "C", "S", "F", "C", "H", "H", "As", "O", "C", "C", "H", "H", "C", "C", "H", "H", "C", "Se", "C", "C", "H", "H", "C", "C", "H", "C", "H", "H", "H", "C", "C", "H", "C", "H", "H", "H", "H", "H", "As", "C", "C", "C", "C", "H", "C", "C", "H", "H"],
  "positions_angstrom": [[1.681, -4.396, 0.940], [2.067, -1.608, -3.669], [0.335, 5.033, 2.088], [2.662, -1.920, 4.757], [0.844, -2.303, 3.692], [3.382, 0.056, -2.189], [6.270, -2.199, 2.790], [-2.316, 0.006, 3.206], [-0.795, -2.490, 1.487], [1.545, 1.372, -4.430], [-3.521, 2.082, -1.946], [-3.072, 0.388, -1.851], [-5.261, 0.183, -1.876], [-4.820, -0.206, -4.404], [0.512, -2.194, -3.019], [-1.597, -4.454, 1.210], [4.649, -3.894, 2.916], [1.035, 0.803, -0.534], [3.295, -2.683, 0.783], [-3.179, -2.172, -4.312], [-2.380, 2.043, 1.682], [5.147, -2.740, 2.332], [4.734, 0.705, 4.230], [-0.866, 5.133, 4.232], [5.041, -1.157, -1.879], [-3.107, -1.953, 2.914], [-6.122, 1.364, -2.887], [-2.384, 4.093, -1.207], [-3.072, 0.631, 0.840], [-3.130, 1.274, -5.508], [5.274, -4.442, 3.948], [0.442, 0.068, 1.784], [1.840, -0.523, 2.985], [2.549, -2.788, 5.393], [-3.914, -1.766, -3.619], [2.976, -5.549, 2.996], [-2.763, 1.670, 0.735], [-2.691, 1.383, -2.096], [4.803, -0.108, -2.076], [1.703, -1.649, 3.787], [2.935, 0.325, 3.140], [-0.600, 4.163, -1.359], [-0.667, 1.778, 3.900], [-1.349, 4.172, 0.242], [-1.659, -0.652, -3.506], [3.886, 0.045, 4.107], [-6.728, -0.284, -2.750], [-0.633, 4.172, 3.794], [1.405, 2.866, 0.582], [5.011, -1.054, 0.736], [-0.977, -1.229, 2.052], [-0.702, 2.977, -3.329], [-4.691, -2.518, -3.483], [0.553, 0.354, -3.108], [2.842, 0.582, -0.022], [-1.433, 3.784, -0.772], [3.747, -1.072, 4.920], [-3.618, 2.273, 0.425], [4.487, -1.281, 5.681], [0.030, 4.120, 2.582], [2.680, -0.191, -1.049], [3.039, 1.205, 2.513], [1.546, 0.793, -5.354], [2.821, -3.843, 1.381], [2.276, -2.099, -0.730], [-1.758, -3.476, 1.644], [-5.823, 0.320, -2.798], [-4.007, -1.739, 3.473], [-0.893, 0.866, 4.441], [-1.255, 0.301, -3.852], [-2.916, -3.208, 2.357], [0.598, -1.579, -4.681], [-0.969, 3.003, 4.469], [0.103, -2.715, 0.925], [1.065, 2.333, -4.600], [5.198, 0.527, -1.281], [-2.143, -0.965, 2.765], [0.346, 2.890, 1.998], [-1.368, 2.830, -4.959], [-1.618, 2.783, -3.897], [-4.105, 2.151, -4.362], [5.216, 0.192, -3.036], [-3.666, -3.976, 2.482], [-1.105, 0.208, -4.934], [-1.450, 3.048, 5.436], [-1.421, 1.838, -0.665], [4.470, -2.145, 1.278], [3.477, -4.455, 2.433], [-3.474, 1.262, -4.470], [-2.243, 1.428, -3.555], [-2.311, 3.598, -3.685], [0.989, -1.459, -3.668], [-0.050, 1.719, 2.653], [-3.450, -1.579, -2.650], [2.564, 1.522, -4.084]]
}

=====

2.
{
  "formula": "C37H44BaN9O9PS4Te",
  "method": "the ωB97M-V functional and the def2-TZVPD basis",
  "multiplicity": 1,
  "energy_ev": -131548.15917,
  "total_charge": -2,
  "e_homo_ev": -2.247,
  "orbital_gap_ev": 5.775,
  "elements": ["Ba", "H", "C", "H", "H", "C", "H", "C", "H", "N", "O", "N", "H", "S", "N", "H", "H", "H", "C", "C", "N", "H", "C", "S", "H", "C", "C", "C", "H", "C", "O", "C", "H", "H", "C", "P", "C", "C", "H", "C", "H", "C", "N", "H", "H", "C", "H", "C", "H", "H", "H", "C", "O", "H", "C", "H", "H", "C", "C", "Te", "O", "N", "C", "C", "C", "C", "O", "O", "N", "H", "H", "N", "C", "H", "H", "C", "S", "H", "H", "H", "H", "O", "C", "C", "C", "S", "H", "H", "H", "C", "H", "C", "O", "N", "C", "H", "H", "C", "H", "H", "H", "C", "O", "H", "H", "C"],
  "positions_angstrom": [[-0.933, 1.381, -0.391], [4.231, -6.178, -2.234], [4.163, 0.243, -1.296], [3.680, -2.720, -0.090], [-3.588, 0.418, 4.092], [3.061, -3.927, -2.618], [5.793, -3.972, -4.615], [-2.018, -2.756, -0.705], [0.567, 5.957, -0.020], [4.876, -5.544, -2.682], [-2.132, 3.039, -1.995], [1.127, -0.207, -3.759], [2.252, 4.634, 2.170], [-0.472, -1.683, -5.485], [-3.389, 0.107, 1.999], [-2.469, 1.457, 3.247], [1.240, -2.586, 4.908], [1.341, 3.796, 0.888], [-4.048, -1.184, 1.937], [3.083, -2.006, -4.066], [1.915, -0.062, -0.506], [-5.661, 0.769, -3.521], [-2.025, -2.043, -4.825], [1.153, -2.387, 0.597], [-0.928, 1.125, 5.035], [2.149, 3.244, 5.852], [4.858, -3.631, -4.184], [2.223, -1.317, -0.123], [1.469, 4.840, 4.560], [4.480, -1.018, -0.915], [3.382, 0.533, -4.408], [-3.392, -2.219, 1.040], [-7.474, 0.965, -1.803], [5.423, -6.028, -3.378], [0.262, -0.670, 5.131], [-0.452, 3.472, 2.908], [2.834, 0.684, -1.107], [-0.794, 0.104, 4.700], [6.147, -2.167, -0.224], [0.415, -1.952, 4.614], [4.744, -1.871, -5.407], [-2.819, 0.427, 3.293], [-3.768, 0.909, -0.758], [1.876, 2.593, -0.922], [-4.395, -3.838, 2.034], [-4.113, 0.831, -2.037], [3.245, 2.558, -2.061], [-2.132, -1.505, -3.593], [2.333, 5.852, -0.048], [0.215, 4.197, 5.624], [5.677, -2.457, -1.907], [4.274, -2.456, -4.626], [-0.480, 2.325, 1.947], [-2.759, -2.618, -5.365], [2.479, -2.749, -3.066], [-1.337, -2.389, -1.463], [1.532, 6.828, 1.203], [-3.160, -4.518, 0.409], [1.459, 5.917, 0.604], [-2.386, 4.166, 4.054], [0.200, 4.791, 2.283], [-2.562, -1.825, 0.080], [1.390, 4.698, 1.493], [2.406, 1.994, -1.658], [-6.069, 1.061, -0.179], [-1.670, -0.427, 3.750], [-0.059, 3.568, -0.974], [-1.394, 5.391, -1.919], [-1.040, -0.825, -3.116], [-2.997, -1.602, -2.950], [-5.079, -1.055, 1.581], [3.511, -1.755, -0.335], [-5.433, 0.833, -2.466], [0.975, -0.274, 5.844], [-4.124, -1.619, 2.939], [-3.720, -3.559, 1.232], [2.375, -0.472, -4.665], [-3.296, 0.789, -2.746], [-3.697, 2.140, 1.665], [1.764, 2.309, 6.263], [-0.413, -3.374, 3.231], [0.682, 3.014, 4.003], [-2.286, -4.111, -0.586], [-0.505, -2.390, 3.679], [-4.259, 1.203, 1.581], [-1.460, 4.128, -1.206], [-5.145, 1.300, 2.234], [6.535, -0.967, -1.474], [4.874, 0.860, -1.823], [5.794, -1.688, -1.139], [2.587, -4.479, -1.813], [-6.429, 0.949, -1.513], [-2.117, 4.193, 0.107], [-1.530, -1.652, 3.256], [1.083, 3.922, 5.016], [-6.817, 1.171, 0.597], [1.704, 1.803, -2.473], [-4.721, 1.042, 0.158], [-3.396, -5.567, 0.547], [3.029, 3.014, 5.249], [2.449, 3.890, 6.681], [-0.056, -0.816, -3.990], [2.076, -0.730, -6.062], [-1.810, -4.819, -1.252], [1.568, -2.393, -2.600], [4.252, -4.381, -3.174]]
}

=====

3.
{
  "formula": "C37H44BrClF6O20S",
  "method": "the ωB97M-V functional and the def2-TZVPD basis",
  "multiplicity": 1,
  "energy_ev": -189706.92569,
  "smiles": "C[C@@H](Br)Cc1c(F)c(Cl)cc2c1C(=O)c1cc(C[C@@H]3CO3)cc(S(=O)(=O)C(F)(F)C(F)(F)F)c1C2=O.COC(=O)OC.COC(=O)OC.COC(=O)OC.COC(=O)OC.COC(=O)OC",
  "e_homo_ev": -9.531,
  "orbital_gap_ev": 7.128,
  "elements": ["C", "H", "C", "H", "C", "H", "O", "H", "C", "C", "C", "O", "C", "C", "Cl", "O", "O", "O", "H", "H", "H", "H", "O", "H", "H", "C", "Br", "C", "C", "C", "H", "H", "O", "H", "H", "C", "H", "H", "H", "H", "S", "O", "H", "O", "C", "O", "H", "H", "H", "C", "H", "C", "H", "C", "C", "F", "O", "C", "O", "F", "C", "H", "H", "O", "O", "H", "H", "O", "F", "H", "H", "H", "H", "C", "H", "C", "H", "C", "O", "C", "C", "C", "H", "H", "H", "C", "F", "H", "H", "O", "C", "O", "C", "F", "C", "H", "F", "C", "H", "C", "O", "C", "C", "C", "H", "C", "H", "H", "O", "C"],
  "positions_angstrom": [[0.598, 5.162, -2.601], [-0.837, 1.619, -5.279], [0.671, -1.127, 1.620], [10.931, -2.459, -8.001], [-1.838, 0.709, 0.331], [-5.260, 0.211, -13.996], [1.111, -3.838, -0.515], [-2.137, -0.612, 17.915], [0.157, -1.426, 0.093], [-0.216, -1.104, -3.102], [2.411, -1.866, -4.916], [0.401, 4.266, -1.796], [-1.620, 5.891, -2.470], [-1.841, 0.183, -6.735], [3.887, -2.344, -5.945], [-5.536, 1.932, -10.673], [-1.090, 4.832, 3.287], [-5.179, 1.965, -12.942], [3.737, 4.875, -3.402], [11.785, -2.335, -6.451], [0.280, 0.307, 3.543], [-3.138, -1.842, 18.711], [8.000, -0.415, -6.503], [-2.263, 0.635, -4.539], [-2.544, -1.833, -7.535], [-0.105, 0.083, 2.454], [-2.832, 1.855, -7.356], [1.007, -2.071, -2.496], [2.845, 4.565, -2.851], [-1.516, -0.810, -2.091], [-6.381, 0.295, -12.624], [1.102, 3.960, 3.024], [-2.243, -2.469, 16.978], [-2.031, 4.910, -2.730], [-3.704, -0.740, 10.394], [-2.803, -1.110, 10.893], [-1.620, -2.604, 13.157], [-4.996, 5.642, -10.830], [6.608, -0.237, -8.040], [3.058, 4.643, -1.780], [2.098, -2.101, 2.348], [-1.236, -2.852, 8.284], [-2.696, 1.308, -0.200], [9.954, -1.419, -6.485], [-1.318, 0.528, -5.220], [-2.198, -2.152, 10.130], [3.220, -3.171, -2.976], [-4.617, 0.050, -12.350], [-0.007, -2.161, 13.829], [-0.145, -0.461, -4.644], [-3.078, -1.555, -5.665], [-1.787, -1.773, 8.894], [-1.586, 6.022, -1.384], [-1.832, -2.089, 15.742], [-5.373, 0.552, -12.963], [0.157, -3.994, 2.318], [-5.087, 3.861, -11.837], [-2.924, -1.066, -6.724], [8.263, -2.330, -7.746], [2.499, -4.833, 2.074], [-0.756, -2.599, 6.965], [-3.093, -1.526, 11.862], [-3.005, 2.643, 2.309], [3.246, -2.055, 1.266], [-1.895, -0.655, 8.414], [-4.413, 4.245, -9.905], [-2.274, 6.660, -2.889], [1.776, 5.435, -3.217], [3.173, -4.157, 4.745], [-3.749, -1.056, 17.242], [-0.993, 0.026, -7.530], [-0.381, -3.846, 13.422], [-6.177, 4.491, -10.179], [-2.848, -1.427, 17.742], [10.410, -3.448, -6.587], [-5.176, 4.586, -10.612], [6.189, 0.540, -6.502], [1.716, -4.189, 4.384], [-0.322, 6.058, -3.038], [-0.875, 3.546, 2.424], [8.695, -1.475, -6.988], [0.185, 3.903, 3.752], [-0.111, 3.001, 4.437], [-0.336, -3.530, 6.574], [0.037, -1.844, 6.981], [2.354, -2.486, -3.368], [0.969, -3.191, 5.215], [-3.937, -0.630, -7.114], [6.087, -1.226, -6.627], [-1.939, -0.971, 15.263], [1.597, -3.871, 2.758], [-2.794, -0.869, -2.473], [0.809, -2.589, -0.917], [1.146, -5.575, 4.556], [-0.800, -2.916, 13.813], [-1.999, 2.048, 3.902], [1.461, -0.379, -6.920], [-2.009, 2.207, 2.743], [-2.092, -0.296, 11.066], [-1.329, 1.003, 1.863], [-1.281, -3.169, 15.132], [6.648, -0.344, -6.952], [10.805, -2.480, -6.913], [-1.085, -0.482, -0.509], [-0.408, 3.646, 1.264], [1.220, -0.879, -5.515], [-1.575, -2.288, 6.309], [2.613, 3.531, -3.126], [2.640, -1.307, 3.563], [-5.292, 2.526, -11.711]]
}